The following is a quantum chemistry calculation of a 2-piece molecular cluster, C3H8S overall at a distorted geometry, from the Open Molecules 2025 dataset.

Atoms and positions in Å:
C 3.316 3.744 3.195
C 3.360 4.795 3.995
H 3.642 3.807 2.159
H 3.026 2.760 3.554
H 3.802 5.773 3.822
H 3.070 4.678 5.032
C -2.685 -3.287 -1.516
S -1.658 -2.190 -2.548
H -2.561 -2.948 -0.491
H -3.715 -3.225 -1.845
H -2.279 -4.299 -1.527
H -1.917 -2.808 -3.707

Summary:
E_LUMO in eV: 1.06
SMILES: C=C.CS
E in eV: -14074.697
Highest occupied orbital energy in eV: -9.0786
HOMO-LUMO gap in eV: 10.1
Maximum force in eV Å⁻¹: 1.048

---

The following is a quantum chemistry calculation of a 2-piece molecular cluster, C3H8S overall at a distorted geometry, from the Open Molecules 2025 dataset.

Atoms and positions in Å:
C 0.725 -0.275 -0.844
C 0.592 0.479 0.400
C -0.582 -0.201 1.105
S -2.016 -0.235 -0.021
H 1.582 -0.091 -1.491
H 0.621 -1.354 -0.715
H -0.267 0.063 -1.296
H 0.205 1.474 0.112
H 1.430 0.703 1.056
H -0.300 -1.122 1.619
H -0.890 0.517 1.873
H -1.099 0.042 -1.796

Summary:
E_LUMO in eV: -0.71
E in eV: -14071.819
Highest occupied orbital energy in eV: -8.5781
HOMO-LUMO gap in eV: 7.9
Maximum force in eV Å⁻¹: 3.944

---

The following is a quantum chemistry calculation of C3H8S2 as an isolated structure at a distorted geometry, from the Open Molecules 2025 dataset.

Atoms and positions in Å:
C -1.274 1.030 -0.184
C -1.995 0.583 1.098
C 0.187 1.413 0.034
S 1.196 0.079 0.745
S 0.708 -1.775 -1.186
H -1.371 0.236 -0.922
H -1.767 1.910 -0.626
H -2.993 0.971 1.220
H -1.356 0.839 1.951
H -2.053 -0.504 1.158
H 0.605 1.764 -0.912
H 0.211 2.223 0.773
H 1.938 -1.322 -1.433

Summary:
E_LUMO (spin up / spin down) in eV: 4.00 / 3.58
E in eV: -24911.583
Net charge: -1
Highest occupied orbital energy (spin up / spin down) in eV: -2.1466 / -3.4262
HOMO-LUMO gap (spin up / spin down) in eV: 6.1 / 7.0
Maximum force in eV Å⁻¹: 1.104
Spin multiplicity: 2

---

The following is a quantum chemistry calculation of C3H8S2 as an isolated structure at a distorted geometry, from the Open Molecules 2025 dataset.

Atoms and positions in Å:
C -2.248 0.288 0.283
C -0.031 -1.395 -0.066
C 2.329 0.952 -0.277
H -3.161 0.638 -0.359
H -2.751 -0.373 0.817
H -1.893 1.009 1.082
H -0.249 -2.508 -0.435
H -0.487 -1.355 1.288
H 3.856 0.509 0.110
H 2.521 1.782 -1.641
H 1.522 1.651 0.533
S -1.175 -0.296 -1.036
S 1.768 -0.903 -0.297

Summary:
E_LUMO in eV: -0.08
E in eV: -24903.279
Highest occupied orbital energy in eV: -8.4355
HOMO-LUMO gap in eV: 8.4
Maximum force in eV Å⁻¹: 4.897

---

The following is a quantum chemistry calculation of a 2-piece molecular cluster, C3H8S2 overall at a distorted geometry, from the Open Molecules 2025 dataset.

Atoms and positions in Å:
C 1.564 -1.616 -0.986
C 0.997 -1.395 -2.161
C 0.964 -0.096 -2.903
H 1.516 -2.529 -0.406
H 2.252 -0.895 -0.558
H 0.522 -2.245 -2.653
H 1.168 -0.264 -3.959
H 1.737 0.541 -2.465
H 0.008 0.409 -2.767
S -0.643 1.706 1.621
S -1.014 -0.346 1.270
H -1.823 2.026 1.165
H 0.033 -0.890 1.920

Summary:
E_LUMO in eV: 0.24
SMILES: C=CC.SS
E in eV: -24909.914
Highest occupied orbital energy in eV: -8.4618
HOMO-LUMO gap in eV: 8.7
Maximum force in eV Å⁻¹: 1.291

---

The following is a quantum chemistry calculation of a 2-piece molecular cluster, C3H8S2 overall at a distorted geometry, from the Open Molecules 2025 dataset.

Atoms and positions in Å:
C -1.463 -1.221 -1.169
C -1.860 -0.005 -1.488
H -0.760 -1.715 -1.823
H -1.570 -1.595 -0.162
H -1.642 0.429 -2.457
H -2.457 0.665 -0.878
C 0.628 -0.207 1.252
S 1.743 0.612 0.118
S 2.437 2.070 1.302
H 0.502 -1.237 0.917
H -0.316 0.337 1.256
H 1.039 -0.198 2.254
H 3.719 2.064 0.878

Summary:
E_LUMO (spin up / spin down) in eV: -4.75 / -8.33
E in eV: -24901.629
Net charge: +1
Highest occupied orbital energy (spin up / spin down) in eV: -13.6665 / -13.6525
HOMO-LUMO gap (spin up / spin down) in eV: 8.9 / 5.3
Maximum force in eV Å⁻¹: 1.316
Spin multiplicity: 2

---

The following is a quantum chemistry calculation of an isolated ion of composition C3H8S2 and charge +1 at a distorted geometry, from the Open Molecules 2025 dataset.

Atoms and positions in Å:
C -0.536 1.820 -2.361
C -0.862 1.213 -0.955
S 0.507 0.157 -0.501
S -0.255 -1.157 0.961
C 0.844 -1.230 2.351
H 0.328 2.493 -2.208
H -0.135 1.017 -2.978
H -1.368 2.399 -2.897
H -1.831 0.658 -1.095
H -0.908 2.104 -0.277
H 0.171 -1.326 3.326
H 1.333 -0.208 2.319
H 1.706 -1.959 2.255

Summary:
E_LUMO (spin up / spin down) in eV: -4.85 / -8.06
E in eV: -24902.330
Net charge: +1
Highest occupied orbital energy (spin up / spin down) in eV: -14.8407 / -15.2012
HOMO-LUMO gap (spin up / spin down) in eV: 10.0 / 7.1
Maximum force in eV Å⁻¹: 2.657
Spin multiplicity: 2

---

The following is a quantum chemistry calculation of a single C3H8S3Si molecule at a distorted geometry, from the Open Molecules 2025 dataset.

Atoms and positions in Å:
C 3.362 -0.344 -0.305
S 2.221 0.301 0.961
Si 0.365 0.119 -0.341
S -1.008 1.806 -0.148
C -2.519 0.722 0.054
C -2.349 -0.450 0.944
S -0.916 -1.476 0.366
H 3.877 -1.379 0.040
H 4.278 0.216 -0.518
H 3.074 -0.585 -1.353
H 0.885 0.254 -1.661
H -2.827 0.505 -1.000
H -3.215 1.510 0.283
H -2.100 -0.146 1.926
H -3.129 -1.052 0.753

Summary:
E_LUMO in eV: 0.45
SMILES: CS[SiH]1SCCS1
E in eV: -43625.029
Highest occupied orbital energy in eV: -8.8195
HOMO-LUMO gap in eV: 9.3
Maximum force in eV Å⁻¹: 4.108

---

The following is a quantum chemistry calculation of C3H9AuO3 as an isolated structure at a distorted geometry, from the Open Molecules 2025 dataset.

Atoms and positions in Å:
O 2.801 1.436 -0.169
H 1.662 2.384 -0.114
H 3.268 1.541 0.662
C -0.334 -2.344 -0.100
O -0.076 -0.946 -0.155
C -1.194 -0.093 0.094
C -0.840 1.374 0.037
H 0.528 -2.845 -0.553
H -0.450 -2.655 0.947
H -1.253 -2.564 -0.659
H -1.563 -0.344 1.100
H -1.946 -0.328 -0.674
H -1.472 1.828 -0.745
H -1.059 1.815 1.023
Au 1.442 0.055 -0.389
O 0.487 1.686 -0.302

Summary:
E_LUMO (spin up / spin down) in eV: -8.82 / -14.27
E in eV: -13064.016
Net charge: +2
Highest occupied orbital energy (spin up / spin down) in eV: -19.8833 / -20.2873
HOMO-LUMO gap (spin up / spin down) in eV: 11.1 / 6.0
Maximum force in eV Å⁻¹: 6.916
Spin multiplicity: 3

---

The following is a quantum chemistry calculation of a single C3H9Cl2N2OP molecule at a distorted geometry, from the Open Molecules 2025 dataset.

Atoms and positions in Å:
C -1.823 1.314 1.398
N -0.497 1.018 0.765
P -0.005 -0.545 0.696
O -0.488 -1.378 1.803
N -0.482 -1.267 -1.291
C 0.120 -0.361 -2.239
C 1.854 -0.399 0.588
Cl 2.284 -2.118 0.189
Cl 2.450 0.022 2.147
H -2.126 0.502 2.050
H -1.787 2.046 2.158
H -2.580 1.616 0.761
H 0.049 1.666 0.164
H -0.106 -2.233 -1.440
H 1.281 -0.246 -2.139
H -0.095 -0.603 -3.299
H -0.263 0.649 -2.153
H 2.214 0.318 -0.160

Summary:
E_LUMO in eV: 0.50
SMILES: CNP(=O)(NC)C(Cl)Cl
E in eV: -42617.776
Highest occupied orbital energy in eV: -9.0318
HOMO-LUMO gap in eV: 9.5
Maximum force in eV Å⁻¹: 3.205

---

The following is a quantum chemistry calculation of an isolated ion of composition C3H9Cl2N6 and charge +1 at a distorted geometry, from the Open Molecules 2025 dataset.

Atoms and positions in Å:
N -0.202 2.440 1.143
C 0.232 1.337 0.409
Cl 1.706 1.882 -0.694
N -0.732 0.972 -0.527
C -0.871 -0.256 -1.075
N -1.670 -0.503 -2.091
N -0.169 -1.218 -0.657
C 0.842 -1.184 0.409
N 0.780 -2.332 1.147
Cl 2.547 -0.954 -0.463
N 0.515 0.252 1.203
H -0.778 3.179 0.598
H 0.484 2.756 1.712
H -1.591 1.614 -0.591
H -1.914 0.231 -2.674
H -2.100 -1.423 -2.131
H -0.194 -2.080 -1.195
H 1.714 -2.633 1.442
H 0.328 -2.434 2.018
H 1.073 0.354 2.016

Summary:
E_LUMO in eV: -3.23
SMILES: N[C@]1(Cl)NC(=[NH2+])N[C@@](N)(Cl)N1
E in eV: -37235.617
Net charge: +1
Highest occupied orbital energy in eV: -13.1431
HOMO-LUMO gap in eV: 9.9
Maximum force in eV Å⁻¹: 5.021

---

The following is a quantum chemistry calculation of a single C3H9ClNOP molecule at a distorted geometry, from the Open Molecules 2025 dataset.

Atoms and positions in Å:
C 0.238 0.598 1.946
C -1.271 -0.677 0.517
C 0.187 -0.482 0.862
N 0.651 -0.174 -2.816
O 1.020 -0.155 -0.228
P 0.108 0.990 -1.742
Cl 1.566 2.325 -1.967
H -0.284 1.398 1.581
H -0.409 0.254 2.922
H 1.280 0.921 2.191
H -1.438 -0.115 -0.514
H -1.883 -0.206 1.362
H -1.464 -1.866 0.505
H 0.758 -1.366 1.135
H 0.019 -0.534 -3.587
H 0.920 -0.910 -2.164

Summary:
E_LUMO (spin up / spin down) in eV: 0.96 / -2.89
E in eV: -28601.355
Highest occupied orbital energy (spin up / spin down) in eV: -6.0612 / -9.4685
HOMO-LUMO gap (spin up / spin down) in eV: 7.0 / 6.6
Maximum force in eV Å⁻¹: 4.035
Spin multiplicity: 3